## P
The following is a quantum chemistry calculation of one molecule with the formula C3H3N, from OMol25.

Each line ends with the natural charge from an NBO analysis.
CARTESIAN COORDINATES (ANGSTROEM)
C (-2.2112, 0.1137, 0.0027)  -0.010
C (0.2232, 0.2786, -0.0888)  0.314
C (1.5085, 0.2107, -0.1018)  -0.519
N (-0.9682, -0.0019, -0.1533)  -0.374
H (-2.6726, -0.8030, 0.0408)  0.140
H (2.1038, 0.9461, 0.3730)  0.226
H (2.0165, -0.7443, -0.0727)  0.223

Spin multiplicity: 1
Gap between HOMO and LUMO in Ha: 0.311
Highest occupied orbital energy in eV: -8.39
LUMO level in eV: 0.1

=====

## Q
The following is a quantum chemistry calculation of a 2-piece molecular cluster, C3H3N overall, from OMol25.

Each line ends with the natural charge from an NBO analysis.
CARTESIAN COORDINATES (ANGSTROEM)
C (1.0620, -0.7496, -0.1795)  0.235
C (0.1598, 0.3111, -0.1002)  0.119
C (-0.9078, 1.0483, -0.1011)  -0.524
N (1.6510, 0.3093, 0.1784)  -0.309
H (0.7692, -3.6586, 0.3981)  0.003
H (-0.8581, 2.0985, 0.1438)  0.236
H (-1.8762, 0.6410, -0.3396)  0.240

Spin multiplicity: 1
Gap between HOMO and LUMO (alpha / beta) in Ha: 0.383 / 0.292
Highest occupied orbital energy (alpha / beta) in eV: -9.94 / -9.89
LUMO level (alpha / beta) in eV: 0.5 / -2.0

=====

## R
The following is a quantum chemistry calculation of a 2-piece molecular cluster, C3H3N overall, from OMol25.

Each line ends with the natural charge from an NBO analysis.
CARTESIAN COORDINATES (ANGSTROEM)
C (-1.1948, -0.4936, 0.2139)  0.224
C (-0.0994, 0.3280, 0.0854)  0.132
C (1.1225, 0.6933, 0.1827)  -0.518
N (-1.5953, 0.6508, -0.0488)  -0.304
H (-1.4686, -2.9143, -0.3452)  0.005
H (1.2942, 1.6510, -0.2658)  0.227
H (1.9414, 0.0847, 0.1776)  0.234

Spin multiplicity: 1
Gap between HOMO and LUMO (alpha / beta) in Ha: 0.309 / 0.351
Highest occupied orbital energy (alpha / beta) in eV: -10.07 / -9.73
LUMO level (alpha / beta) in eV: -1.7 / -0.2

=====

## S
The following is a quantum chemistry calculation of a 2-piece molecular cluster, C3H3N overall, from OMol25.

Each line ends with the natural charge from an NBO analysis.
CARTESIAN COORDINATES (ANGSTROEM)
C (0.4782, -0.4300, 1.6721)  -0.256
C (0.5780, 0.5137, 0.9430)  -0.226
C (0.2191, 0.2468, -2.1642)  0.297
N (-0.8192, -0.1194, -1.7586)  -0.744
H (0.9168, -1.1117, 2.3605)  0.234
H (0.2611, 1.1683, 0.1169)  0.239
H (-1.6340, -0.2678, -1.1697)  0.456

Spin multiplicity: 1
Gap between HOMO and LUMO in Ha: 0.435
Highest occupied orbital energy in eV: -10.81
LUMO level in eV: 1.0

=====

Which one sits at the top of the stability order? S does.